#a
# CH5P

CH5P as an isolated structure (ωB97M-V with the def2-TZVPD basis set, OMol25).

```
7
Properties=species:S:1:pos:R:3:lowdin_charge:R:1
C -0.5247 -0.3206 0.1038 -0.455
P 1.3124 -0.0894 0.2511 0.681
H -0.9541 0.3333 -0.5456 -0.055
H -0.8796 -0.7068 1.0785 0.001
H -0.7935 -1.4209 -0.7029 0.139
H 1.4626 1.2305 0.4546 -0.175
H 1.3111 0.2484 -1.0852 -0.137
```

Calculated values
HOMO: -9.6 eV
Kohn-Sham gap: 10.5228 eV
net charge: 0

#b
# CH5P

A 2-piece molecular cluster, CH5P overall (ωB97M-V with the def2-TZVPD basis set, OMol25).

```
7
Properties=species:S:1:pos:R:3:lowdin_charge:R:1
C -1.0430 0.3343 -0.0915 0.003
P 1.7725 0.1386 -0.0936 0.589
H -1.0148 -0.2547 0.7507 -0.055
H -1.0907 -0.2174 -1.0163 -0.017
H -0.9439 1.3746 -0.1203 -0.045
H 1.1464 -1.0462 -0.5440 -0.241
H 1.1735 -0.3292 1.1150 -0.234
```

Calculated values
HOMO (spin up / spin down): -9.0 / -8.6 eV
Kohn-Sham gap (spin up / spin down): 8.2109 / 8.4983 eV
net charge: 0

Q: Which of them is the least stable? A: #b.

#a
# C4H12N2S

One molecule with the formula C4H12N2S (ωB97M-V with the def2-TZVPD basis set, OMol25).

```
19
Properties=species:S:1:pos:R:3:lowdin_charge:R:1
N -2.6920 0.6514 1.3292 -0.011
C -2.3662 0.6325 -0.1179 -0.282
C -1.2261 -0.3084 -0.5190 -0.230
N 0.0053 0.0452 0.2105 -0.096
C 1.2526 -0.0689 -0.5147 -0.305
C 2.4178 -0.7041 0.2936 -0.572
S 4.0229 -0.0341 -0.1863 0.690
H -2.1180 1.3510 1.7887 0.051
H -2.3767 -0.2279 1.7255 0.060
H -2.1661 1.6477 -0.4622 0.108
H -3.2810 0.2940 -0.6174 0.100
H -1.0776 -0.1795 -1.5907 0.110
H -1.5375 -1.2922 -0.1498 0.109
H -0.1794 0.8315 0.8087 0.091
H 1.5655 0.9495 -0.7585 0.093
H 1.0486 -0.7295 -1.3466 0.107
H 2.3419 -0.4923 1.3556 0.057
H 2.2902 -1.7732 0.1542 0.068
H 4.0759 -0.5928 -1.4030 -0.149
```

Calculated values
HOMO: -8.5 eV
Kohn-Sham gap: 9.5157 eV
structure (SMILES): NCCNCCS
net charge: 0

#b
# C4H12N2S

One molecule with the formula C4H12N2S (ωB97M-V with the def2-TZVPD basis set, OMol25).

```
19
Properties=species:S:1:pos:R:3:lowdin_charge:R:1
N 0.2147 -2.1416 1.5822 0.010
C 0.4222 -1.1053 0.5621 -0.259
C -0.7380 -0.1195 0.4164 -0.421
N -1.1601 0.3012 1.7646 0.027
C -0.2858 1.1426 -0.3153 -0.259
C 0.3552 0.9327 -1.7053 -0.574
S 1.6694 2.1327 -1.9920 0.704
H 0.9938 -2.1608 2.2228 0.067
H 0.1600 -3.0277 1.1029 0.062
H 0.4920 -1.6428 -0.3814 0.099
H 1.3885 -0.5929 0.5083 0.121
H -1.5694 -0.6184 -0.0999 0.138
H -1.9163 0.9629 1.6346 0.065
H -1.5585 -0.5196 2.2093 0.058
H -1.1382 1.8236 -0.4078 0.110
H 0.4554 1.6639 0.2938 0.094
H 0.9362 0.0232 -1.5730 0.027
H -0.3729 0.7447 -2.4874 0.083
H 1.6518 2.2011 -3.3349 -0.154
```

Calculated values
HOMO: -8.9 eV
Kohn-Sham gap: 9.8061 eV
structure (SMILES): NC[C@@H](N)CCS
net charge: 0

#c
# C4H12N2S

C4H12N2S as an isolated structure (ωB97M-V with the def2-TZVPD basis set, OMol25).

```
19
Properties=species:S:1:pos:R:3:lowdin_charge:R:1
C 2.8272 0.7546 -3.0072 -0.516
C 4.2113 1.4622 -2.9775 -0.188
N 2.5858 0.1133 -4.0573 0.022
H 2.3425 0.8048 -1.7603 0.176
H 3.6883 2.5243 -3.2442 0.098
H 5.8579 0.9757 -2.8442 0.218
H 5.0893 1.6729 -3.7439 -0.021
H -1.0043 1.9512 1.9276 0.138
H 1.1132 0.6390 -4.2822 0.215
C -3.0384 -0.6722 2.5494 -0.356
C -1.5807 -1.2241 2.4866 -0.673
S -0.4287 -0.4421 1.3417 0.504
N -4.3241 -1.3654 2.1804 -0.021
H -3.0200 0.3532 2.1511 0.061
H -3.2169 -0.5738 3.6155 0.090
H -1.4796 -2.3031 2.4358 0.064
H -1.0300 -1.0329 3.4290 0.043
H -4.3988 -2.2456 2.6762 0.054
H -4.1941 -1.3918 1.1236 0.090
```

Calculated values
HOMO: -8.6 eV
Kohn-Sham gap: 6.0813 eV
net charge: 0

Q: Which of them is the least stable? A: #c.

#a
# C4H12N2S

A 2-piece molecular cluster, C4H12N2S overall (ωB97M-V with the def2-TZVPD basis set, OMol25).

```
19
Properties=species:S:1:pos:R:3:lowdin_charge:R:1
C 0.6653 1.2582 -0.7832 -0.138
C 1.2055 0.5020 1.4776 -0.095
C 1.0014 -1.1336 -0.4504 -0.125
C 0.5059 0.0911 0.1268 -0.781
N -1.3175 -1.2636 1.4243 -0.384
N -2.4340 0.2474 -1.6100 -0.112
S -1.3544 0.0498 0.6560 0.929
H 0.5389 0.9183 -1.8604 0.105
H -0.0468 2.0317 -0.5333 0.065
H 1.6867 1.6622 -0.7092 0.091
H 0.9048 -0.1856 2.3768 0.110
H 0.7756 1.4910 1.6510 0.066
H 2.2321 0.6466 1.3709 0.053
H 0.4652 -1.6080 -1.3525 0.118
H 2.0369 -0.9497 -0.7415 0.100
H 0.9123 -1.9032 0.2772 0.056
H -2.1553 -1.4431 2.0058 0.007
H -2.1278 -0.7062 -1.9025 -0.049
H -3.4948 0.2948 -1.4235 -0.015
```

Calculated values
HOMO (spin up / spin down): -9.0 / -7.8 eV
Kohn-Sham gap (spin up / spin down): 9.0840 / 7.8101 eV
net charge: 0

#b
# C4H12N2S

One molecule with the formula C4H12N2S (ωB97M-V with the def2-TZVPD basis set, OMol25).

```
19
Properties=species:S:1:pos:R:3:lowdin_charge:R:1
C 2.5574 -0.5704 0.7858 -0.158
N 1.6310 -0.1219 -0.2323 -0.158
C 0.2774 -0.5908 -0.0150 -0.266
C -0.8565 0.2290 -0.6395 -0.489
N -0.5013 1.5725 -1.0993 0.004
C -1.9086 0.4533 0.5212 -0.496
S -2.6265 -1.1690 1.2133 0.645
H 2.7555 -1.6378 0.7481 0.071
H 3.5663 -0.0694 0.5866 0.097
H 2.2650 -0.1661 1.7360 0.064
H 2.1521 0.6892 -0.6326 0.123
H 0.0935 -0.4344 1.0186 0.067
H 0.0529 -1.6293 -0.3942 0.126
H -1.1267 -0.5717 -1.5657 0.172
H 0.3044 1.3363 -1.7232 0.078
H -1.2133 2.0198 -1.7174 0.091
H -2.8330 1.0248 0.1167 0.079
H -1.4879 1.2105 1.2692 0.105
H -3.1019 -1.5746 0.0238 -0.155
```

Calculated values
HOMO: -8.3 eV
Kohn-Sham gap: 9.1805 eV
structure (SMILES): CNC[C@H](N)CS
net charge: 0

Q: Which of them is the least stable? A: #a.